Entry from OMol25: an isolated molecule of C6H13N at a distorted geometry (wB97M-V/def2-TZVPD).

Bonds (Å) are listed after each position.
Atoms and positions in Å:
1 C 1.927 0.303 -0.193  C2 1.558, H8 1.089, H9 1.092, H10 1.082
2 C 0.466 0.787 0.050  C1 1.558, C3 1.538, N6 1.440, H11 1.087
3 C 0.011 0.682 1.515  C2 1.538, C4 1.539, H12 1.087, H13 1.091
4 C -0.410 -0.798 1.538  C3 1.539, C5 1.516, H14 1.081, H15 1.094
5 C -1.179 -0.952 0.241  C4 1.516, N6 1.450, H16 1.096, H17 1.092
6 N -0.565 0.040 -0.622  C2 1.440, C5 1.450, C7 1.427
7 C -0.855 0.116 -2.017  N6 1.427, H18 1.099, H19 1.099, H20 1.087
8 H 1.892 -0.505 -0.924  C1 1.089
9 H 2.496 1.093 -0.687  C1 1.092
10 H 2.424 -0.039 0.704  C1 1.082
11 H 0.446 1.829 -0.255  C2 1.087
12 H 0.831 0.903 2.193  C3 1.087
13 H -0.872 1.317 1.604  C3 1.091
14 H -0.889 -1.136 2.446  C4 1.081
15 H 0.529 -1.348 1.426  C4 1.094
16 H -1.111 -1.964 -0.174  C5 1.096
17 H -2.255 -0.780 0.306  C5 1.092
18 H -0.438 -0.740 -2.565  C7 1.099
19 H -1.943 0.129 -2.172  C7 1.099
20 H -0.505 1.065 -2.414  C7 1.087

The calculation puts the LUMO energy at 0.0401 Ha. For the molar mass, the calculation gives 99.177 g/mol. The calculation puts the energy above the lowest of the compared OMol25 structures with the same formula, charge and spin at 12.00 kcal per mole. The electronic energy is -291.139628 hartree. As for the SMILES: C[C@@H]1CCCN1C. As for the HOMO-LUMO gap: 8.707 eV.

Results of the natural (NBO) charge analysis, in e, for atoms 1 through 2: C -0.645; C -0.021